A structure of composition C18H43AsOSSi3SnTe2 in a non-equilibrium geometry, computed with ωB97M-V/def2-TZVPD.

Max |F| (hartree/bohr): 0.0221
Energy relative to the best compared isomer or geometry (same formula, charge and spin) (kJ/mol): 0.0
E_tot (Ha): -5039.25694
Total charge: +2

```
70
C18H43AsOSSi3SnTe2 (ωB97M-V/def2-TZVPD)
Sn 0.0972 -0.3668 -0.0888
C 2.9886 -3.1272 -1.8988
Si 1.7435 -4.0981 -2.9330
C 1.4625 -5.8136 -2.2192
C 2.1246 -4.0523 -4.7638
C 0.0737 -3.1514 -2.6836
Te -0.3653 -3.0637 -0.5961
C -2.4891 -2.9676 -0.7012
Si -3.3801 -3.9674 0.7360
C -2.0712 -4.4842 1.9998
C -4.1589 -5.4744 -0.0604
C -4.5690 -2.7391 1.5018
H 3.9627 -3.6186 -1.8855
H 2.6683 -3.0415 -0.8549
H 3.1389 -2.1215 -2.3019
H 2.3452 -6.4443 -2.3350
H 0.6385 -6.3200 -2.7276
H 1.2323 -5.7771 -1.1514
H 3.0365 -4.6128 -4.9797
H 2.2703 -3.0336 -5.1266
H 1.3186 -4.5053 -5.3442
H -0.7540 -3.6981 -3.1386
H 0.0977 -2.1512 -3.1137
H -2.7391 -3.3474 -1.6916
H -2.7858 -1.9191 -0.6511
H -1.3883 -5.2287 1.5838
H -2.5329 -4.9327 2.8809
H -1.4943 -3.6202 2.3449
H -3.4098 -6.2059 -0.3684
H -4.7609 -5.2155 -0.9331
H -4.8196 -5.9643 0.6583
H -4.0469 -1.8368 1.8245
H -5.0568 -3.1753 2.3764
H -5.3612 -2.4497 0.8077
Te 2.2900 1.1860 0.4847
C 3.7272 0.3515 -0.7633
C 4.0288 0.6518 -2.0680
C 5.2043 0.0070 -2.5068
C 5.7894 -0.7439 -1.5260
S 4.9182 -0.6911 -0.0669
H 3.4297 1.3095 -2.6819
H 5.6214 0.1256 -3.4962
H 6.6971 -1.3241 -1.5924
C -0.6805 1.8993 3.0040
Si -0.9582 0.0335 3.0879
C -2.5851 -0.3385 3.9345
C 0.5015 -0.8259 3.8962
O -1.0484 -0.5259 1.5137
H -0.8617 2.3757 3.9688
H -1.3571 2.3641 2.2815
H 0.3473 2.1412 2.7195
H -2.5707 0.1315 4.9213
H -2.7304 -1.4091 4.0870
H -3.4481 0.0550 3.3945
H 0.5085 -0.6790 4.9779
H 1.4446 -0.4361 3.5051
H 0.4724 -1.9019 3.7086
C -1.2024 2.9892 -0.9930
As -1.8612 1.1780 -1.1930
C -2.3140 1.1108 -3.0832
C -3.5708 1.2150 -0.2790
H -1.9798 3.6800 -1.3167
H -0.3143 3.1314 -1.6063
H -0.9528 3.1888 0.0476
H -2.9445 1.9707 -3.3049
H -2.8482 0.1941 -3.3232
H -1.4088 1.1713 -3.6846
H -4.1525 2.0246 -0.7180
H -3.4126 1.4075 0.7801
H -4.1016 0.2731 -0.3979
```

***

A cluster of 9 separate species, C18H43F2N6O18S2 in total in a non-equilibrium geometry, computed with ωB97M-V/def2-TZVPD.

Max |F| (hartree/bohr): 0.1473
E_tot (Ha): -3390.25068
Total charge: +1

```
89
C18H43F2N6O18S2 (ωB97M-V/def2-TZVPD)
N 1.9949 -0.4067 0.4547
S 1.4791 -1.7982 0.9335
O 1.6090 -2.8735 -0.0094
O 0.4729 -1.8835 1.9433
F 2.8185 -1.9212 1.8756
S 0.4516 0.0785 -0.0077
O -0.2343 0.6819 1.0668
O -0.2681 -0.7098 -0.9626
F 0.9849 1.2716 -0.9360
C -2.5444 -1.0783 -6.4336
C -2.1314 -2.3948 -5.8406
O -2.6236 -3.4093 -6.1534
N -0.8504 -2.3661 -4.9882
H -0.1890 -2.9990 -5.4489
H -0.5046 -1.4351 -5.2345
C -1.0245 -2.5077 -3.4890
H -1.6538 -0.6605 -6.9161
H -2.8984 -0.4336 -5.6290
H -3.2618 -1.2655 -7.2241
H -0.0186 -2.3794 -3.0940
H -1.4927 -3.4456 -3.2225
H -1.5282 -1.5818 -3.2168
C 1.5338 2.0844 3.5243
C 2.8257 1.3309 3.5914
O 3.2726 0.8328 4.5587
N 3.5524 1.1064 2.2557
H 2.9879 0.5598 1.5700
H 3.5676 2.0911 1.8637
C 4.8687 0.4217 2.4321
H 1.2458 2.3042 4.5474
H 0.7367 1.5124 3.0511
H 1.7629 2.9534 2.8981
H 4.8427 -0.3737 3.1643
H 5.5958 1.2003 2.6517
H 5.1620 0.0808 1.4378
C 6.4610 -0.3420 -1.8438
C 5.0698 0.1576 -1.6686
O 4.7528 1.2799 -1.6433
N 3.9788 -0.9004 -1.5381
H 4.4033 -1.6693 -1.0070
H 3.2211 -0.5901 -0.8909
C 3.4488 -1.4201 -2.8559
H 6.8021 -0.9009 -0.9672
H 7.1704 0.4600 -2.0208
H 6.5349 -1.0416 -2.6810
H 4.2159 -1.9471 -3.4129
H 2.9073 -0.5972 -3.3085
H 2.7486 -2.2025 -2.5564
C -3.4143 2.5037 0.2772
C -2.8121 2.3493 -1.0878
O -1.7827 2.6777 -1.4948
N -3.7965 1.6603 -2.0248
H -3.6472 0.6295 -1.8558
H -4.7350 1.7620 -1.6306
C -3.6063 2.0628 -3.4519
H -3.5838 1.4866 0.6515
H -4.3860 3.0018 0.2590
H -2.7534 3.1121 0.8877
H -3.3692 3.1251 -3.4536
H -4.4137 1.7639 -4.1067
H -2.6260 1.6565 -3.7018
C -4.3188 -1.1176 4.6613
C -3.5110 -2.1758 4.0031
O -3.9350 -3.2514 3.8143
N -2.1015 -1.7952 3.6269
H -2.1460 -1.6444 2.6009
H -1.9337 -0.8272 3.9394
C -1.0777 -2.7033 4.2231
H -4.1965 -1.1898 5.7486
H -5.3926 -1.2923 4.6129
H -4.0965 -0.1048 4.3319
H -1.3104 -2.8233 5.2758
H -0.0454 -2.3582 4.1932
H -0.9553 -3.6158 3.6455
O -2.1247 2.7310 2.8740
C -2.1304 2.2770 4.1908
O -2.2300 3.1247 5.0838
O -1.9525 1.0374 4.4295
H -1.9101 1.8353 2.5300
O 2.2287 3.6050 -1.3485
C 2.8454 4.1686 -0.2666
O 2.9575 3.4578 0.7948
O 3.1954 5.3460 -0.3572
H 2.0684 2.6771 -1.1171
O -2.4024 -1.7255 0.7899
C -3.3905 -1.0023 0.1455
O -3.2948 -0.9049 -1.1275
O -4.3298 -0.6054 0.8267
H -1.8400 -1.7872 -0.0123
```

***

A structure of composition C18H43F6NO6PbS2Si2 in a non-equilibrium geometry, computed with ωB97M-V/def2-TZVPD.

Max |F| (hartree/bohr): 0.0292
E_tot (Ha): -3385.22214
Total charge: 0

```
79
C18H43F6NO6PbS2Si2 (ωB97M-V/def2-TZVPD)
O -0.1878 -1.4640 0.3522
O -2.0750 -0.3184 -3.1297
C 0.7503 -2.4259 -0.2225
C 1.2460 -3.4813 0.7407
H 1.5759 -1.8192 -0.6091
H 0.2237 -2.8691 -1.0730
H 1.5918 -3.0302 1.6792
H 2.0877 -4.0287 0.3038
H 0.4602 -4.2095 0.9585
C -1.1854 -2.0678 1.2366
C -2.2375 -2.8469 0.4861
H -1.6431 -1.2416 1.8008
H -0.6573 -2.7076 1.9712
H -2.6554 -2.2529 -0.3267
H -3.0363 -3.0938 1.1862
H -1.8366 -3.7866 0.0934
C -3.2008 0.5771 -3.2608
C -2.0323 -1.3523 -4.1243
C -4.2782 0.3100 -2.2259
H -3.6394 0.5103 -4.2764
H -2.7827 1.5871 -3.1286
H -4.7364 -0.6710 -2.3836
H -5.0603 1.0658 -2.3308
H -3.8786 0.3603 -1.2085
C -3.2870 -2.2025 -4.1875
H -1.1547 -1.9617 -3.8675
H -1.8464 -0.8953 -5.1133
H -3.5744 -2.5718 -3.1994
H -3.1081 -3.0603 -4.8384
H -4.1255 -1.6408 -4.6077
H -0.2240 0.1667 -1.7261
Pb 0.7226 0.8666 1.3036
C 0.0591 1.2473 -1.7958
Si 0.7737 1.7494 -3.4728
H -0.8365 1.8295 -1.5400
H 0.8622 1.4800 -1.0683
C 1.6501 0.2786 -4.2432
C 2.0444 3.1246 -3.2449
C -0.4480 2.4029 -4.7399
C 2.7385 -0.1961 1.5592
Si 3.9987 0.8832 2.4260
H 3.0517 -0.5072 0.5483
H 2.5007 -1.1112 2.1186
C 4.4129 2.2988 1.2585
C 5.5192 -0.0712 3.0104
C 3.2597 1.7575 3.9122
H 0.0791 2.4900 -5.7038
H -0.8077 3.4046 -4.4645
H -1.3140 1.7446 -4.8885
H 2.5187 -0.0187 -3.6352
H 2.0079 0.5601 -5.2466
H 0.9696 -0.5806 -4.3414
H 2.6627 2.9751 -2.3482
H 1.5536 4.1064 -3.1734
H 2.7133 3.1462 -4.1201
H 5.8313 -0.8410 2.2938
H 5.3318 -0.5623 3.9760
H 6.3756 0.6016 3.1568
H 3.0899 1.0663 4.7505
H 2.3027 2.2446 3.6745
H 3.9658 2.5336 4.2481
H 5.2718 2.8800 1.6253
H 3.5506 2.9824 1.1877
H 4.6535 1.9211 0.2537
F -3.8099 -0.2126 1.7584
C -4.1091 0.6403 2.7891
F -4.9356 1.5922 2.3059
F -4.7429 -0.0709 3.7411
S -2.5164 1.3998 3.3797
O -1.8006 1.6611 2.1265
O -2.8546 2.4776 4.2666
N -1.8935 0.1041 4.1244
S -0.3239 0.1827 4.3745
O 0.3876 -0.6452 3.3776
O 0.2053 1.5218 4.5412
C -0.1006 -0.7902 5.9577
F -0.5746 -2.0429 5.7839
F 1.2285 -0.8464 6.2074
F -0.7173 -0.2366 7.0205
```

***

no.,HOMO-LUMO gap (Eh),LUMO energy (eV),molar mass (g/mol)
1,0.2324,-7.73,840.7
2,0.1705,-4.40,733.7
3,0.2986,-0.16,811.0